No. 1
{"formula": "C15H26CoOP2", "method": "ωB97M-V/def2-TZVPD", "species": ["Co", "H", "H", "P", "P", "C", "H", "H", "H", "C", "H", "H", "H", "C", "H", "H", "H", "C", "H", "H", "H", "C", "H", "H", "H", "C", "H", "H", "H", "C", "O", "H", "C", "C", "C", "C", "C", "C", "C", "C", "H", "H", "H", "H", "H"], "positions_angstrom": [[-0.7629, -0.1765, -0.6189], [-1.5179, 1.1683, -0.7201], [0.4167, 1.9987, 0.6199], [-3.0525, 0.3130, -0.4790], [0.7757, -0.3916, -2.2462], [1.7648, -1.8306, -1.6980], [2.6600, -1.9558, -2.3251], [2.0752, -1.6739, -0.6569], [1.1540, -2.7403, -1.7566], [0.4303, -0.6938, -4.0178], [-0.1072, 0.1750, -4.4166], [1.3557, -0.8393, -4.5932], [-0.2044, -1.5812, -4.1179], [2.0333, 0.9310, -2.3054], [2.4379, 1.0904, -1.3005], [2.8539, 0.6492, -2.9822], [1.5660, 1.8599, -2.6558], [-4.0885, -0.0228, -1.9551], [-5.1543, 0.1660, -1.7436], [-3.7624, 0.6290, -2.7775], [-3.9632, -1.0708, -2.2587], [-3.7584, -0.7722, 0.8229], [-3.2338, -0.5778, 1.7696], [-4.8347, -0.5728, 0.9523], [-3.6108, -1.8263, 0.5502], [-3.6687, 1.9567, 0.0617], [-3.3843, 2.7098, -0.6852], [-4.7642, 1.9315, 0.1694], [-3.1973, 2.2162, 1.0191], [-0.8598, -1.7395, 0.0374], [-0.9419, -2.7572, 0.6168], [-1.0160, 0.0132, -2.0896], [0.5461, 0.9089, 0.5077], [1.3950, 0.1742, 1.1601], [2.3046, 0.1214, 2.2493], [3.2637, 1.1543, 2.4524], [3.9116, 1.2597, 3.6762], [3.6626, 0.3157, 4.6753], [2.7956, -0.7579, 4.4608], [2.1458, -0.8831, 3.2388], [3.4495, 1.8631, 1.6417], [4.6105, 2.0758, 3.8379], [4.1783, 0.4004, 5.6219], [2.6233, -1.5031, 5.2357], [1.4728, -1.7147, 3.0228]], "forces_ev_per_a": [[-1.345, 3.674, -1.035], [1.159, 0.366, 0.081], [0.061, -0.489, -0.101], [0.601, -0.958, 0.374], [0.587, 0.057, 1.514], [0.096, -0.197, -0.368], [-0.231, 0.024, 0.088], [-0.173, 0.085, -0.194], [0.149, 0.191, 0.042], [0.000, -0.063, 0.033], [0.083, -0.194, 0.048], [-0.215, 0.020, 0.229], [0.075, 0.176, -0.005], [-0.011, 0.125, -0.206], [-0.232, -0.069, -0.170], [-0.284, 0.050, 0.045], [0.163, -0.154, 0.112], [-0.018, 0.029, -0.053], [0.359, -0.014, -0.021], [-0.091, -0.208, 0.204], [0.043, 0.317, 0.091], [-0.250, 0.028, 0.002], [-0.125, -0.060, -0.306], [0.324, -0.050, -0.012], [-0.011, 0.342, 0.068], [0.071, -0.126, -0.108], [-0.095, -0.149, 0.210], [0.361, 0.023, -0.003], [-0.119, -0.067, -0.256], [0.198, -4.204, 2.383], [0.062, 2.336, -1.549], [-0.452, -0.392, -0.357], [-3.333, 1.976, -3.483], [3.625, -2.321, 3.885], [-1.516, -0.180, -2.054], [0.405, 0.732, 0.641], [-0.328, -0.038, -0.881], [0.461, 0.256, 0.552], [-0.597, -0.551, -1.002], [0.442, -0.496, 1.005], [-0.070, -0.136, 0.339], [-0.031, -0.147, 0.064], [-0.005, 0.031, 0.072], [0.092, 0.175, -0.109], [0.117, 0.252, 0.192]], "homo_ev": [-3.07, -7.37], "e_lumo_ev": [0.3, -1.0], "energy_ha": -2727.5455, "mol_weight_g_mol": 343.25, "charge": 0, "spin_multiplicity": 4, "homo_lumo_gap_ha": [0.1257, 0.2345]}



No. 2
{"formula": "C3H10NS", "method": "ωB97M-V/def2-TZVPD", "species": ["C", "N", "H", "H", "H", "H", "C", "C", "S", "H", "H", "H", "H", "H", "H"], "positions_angstrom": [[-0.9334, -0.3542, -2.2614], [0.0403, 0.4092, -1.9987], [-1.1418, -1.1944, -1.6089], [-1.5772, -0.1948, -3.1191], [0.1696, 1.1955, -2.6351], [0.7926, 0.3030, -0.9587], [-0.7649, -0.2961, 1.4048], [0.6995, -0.0545, 1.7191], [1.8819, -0.0181, 0.2639], [-0.8789, -1.2787, 0.9466], [-1.1558, 0.4747, 0.7448], [-1.3428, -0.2854, 2.3249], [0.8825, 0.8656, 2.2665], [1.0913, -0.8247, 2.3799], [2.2371, 1.2528, 0.5314]], "forces_ev_per_a": [[0.041, -0.100, 0.116], [0.133, 0.297, 0.516], [0.017, -0.039, 0.040], [0.035, 0.023, -0.070], [0.136, -0.074, 0.090], [-0.596, -0.025, -1.227], [0.463, -0.008, -0.346], [0.500, -0.258, 0.502], [-0.384, 0.287, 1.124], [-0.171, 0.002, -0.036], [-0.138, 0.027, -0.032], [0.001, 0.001, 0.077], [-0.174, 0.204, -0.209], [-0.032, -0.210, -0.151], [0.169, -0.128, -0.396]], "homo_ev": -14.58, "e_lumo_ev": -4.2, "energy_ha": -572.9496, "mol_weight_g_mol": 92.19, "charge": 1, "relative_energy_ev": 1.349, "homo_lumo_gap_ha": 0.3823}



No. 3
{"formula": "C9H17ClINO2PZr", "method": "ωB97M-V/def2-TZVPD", "species": ["C", "C", "H", "H", "H", "O", "I", "Zr", "P", "C", "C", "H", "H", "H", "C", "H", "H", "H", "H", "H", "H", "C", "O", "Cl", "C", "C", "C", "N", "H", "H", "H", "H", "H"], "positions_angstrom": [[-0.7080, -2.4170, -0.8893], [0.4738, -1.5019, -0.9237], [-0.3690, -3.4548, -1.0308], [-1.4307, -2.1914, -1.6909], [-1.2421, -2.3700, 0.0783], [1.5874, -1.8433, -1.2484], [0.6115, 2.8179, 0.2563], [-0.7154, 0.3577, 0.3355], [-0.1074, 0.6248, -2.2855], [1.5989, 1.0474, -2.7356], [-0.4895, -0.5625, -3.6106], [-2.0622, 2.0397, -2.4956], [-0.9886, 2.1041, -3.9289], [-0.5610, 3.0007, -2.4346], [-1.0236, 2.0935, -2.8359], [-1.5174, -0.9333, -3.5070], [-0.3963, -0.0116, -4.5542], [1.5741, 1.3183, -3.7993], [2.2557, 0.1846, -2.5804], [0.2214, -1.3981, -3.6026], [1.9400, 1.9019, -2.1411], [1.9216, 0.0822, 0.3711], [3.0524, 0.1111, 0.1639], [-3.0475, 0.4771, -0.0530], [-0.5122, -0.4643, 5.8729], [0.4755, 0.0765, 4.8318], [-0.0066, -0.0040, 3.4881], [-0.3847, 0.0467, 2.3847], [-1.5019, -0.0285, 5.7130], [-0.1824, -0.2106, 6.8871], [-0.6031, -1.5516, 5.7969], [0.7017, 1.1333, 5.0230], [1.4354, -0.4747, 4.8555]], "forces_ev_per_a": [[-1.563, -0.217, 0.904], [5.405, -3.766, -3.831], [0.324, 0.294, 0.223], [0.313, 0.315, 0.266], [-0.068, -0.132, -0.200], [-4.810, 2.315, 1.458], [-1.051, -0.899, 0.325], [-1.093, 2.563, 1.013], [1.690, 0.217, -3.017], [0.130, -0.033, 0.587], [-0.431, -0.628, 0.546], [0.047, 0.178, -0.223], [0.062, -0.212, 0.048], [-0.102, -0.222, -0.107], [-0.851, 0.536, 0.912], [0.182, 0.043, -0.277], [-0.001, -0.125, 0.180], [0.053, -0.142, 0.175], [0.082, 0.245, -0.181], [-0.190, 0.148, -0.149], [0.087, -0.226, -0.284], [3.749, 0.462, -0.401], [-3.926, -0.089, 0.943], [1.794, -0.193, 0.112], [-0.697, -0.375, 0.232], [0.568, -0.328, 0.325], [-0.297, 0.561, -0.796], [0.528, -0.711, 1.584], [0.127, -0.013, 0.150], [0.081, 0.001, -0.387], [0.069, 0.189, 0.045], [0.011, 0.055, -0.175], [-0.224, 0.189, 0.000]], "homo_ev": [-20.45, -20.50], "e_lumo_ev": [-14.9, -14.9], "energy_ha": -1703.5505, "mol_weight_g_mol": 455.80, "charge": 3, "relative_energy_ev": 0.000, "homo_lumo_gap_ha": [0.2030, 0.2067]}



No. 4
{"formula": "C4H12N2", "method": "ωB97M-V/def2-TZVPD", "species": ["C", "N", "C", "C", "C", "N", "H", "H", "H", "H", "H", "H", "H", "H", "H", "H", "H", "H"], "positions_angstrom": [[1.2695, 1.6742, 0.1237], [1.8211, 0.3837, -0.3107], [1.0083, -0.7976, -0.1304], [-0.3921, -0.7619, -0.7227], [-1.5486, 0.1053, 0.2624], [-2.0124, -0.8133, 1.1941], [1.9536, 2.6329, -0.0506], [1.2060, 1.8048, 1.1602], [0.4437, 1.8629, -0.4436], [1.8915, 0.3998, -1.5009], [0.9496, -1.2016, 0.8246], [1.4960, -1.7287, -0.7188], [-0.5826, -0.4420, -1.8399], [-0.7332, -1.8803, -0.7671], [-1.0279, 1.0554, 0.6415], [-2.3739, 0.5455, -0.3595], [-1.2825, -1.0601, 1.8776], [-2.0861, -1.7792, 0.7600]], "forces_ev_per_a": [[3.731, 1.338, -1.063], [1.428, 0.135, -4.105], [0.133, -1.616, -3.963], [-3.395, 0.315, -0.773], [2.807, 0.812, -3.526], [-0.356, -3.050, 2.131], [-0.652, -2.329, -0.370], [-0.863, -0.643, 1.680], [-2.752, 0.955, -0.831], [-0.014, 0.395, 4.442], [0.011, -0.086, 2.284], [-0.437, 2.227, 1.174], [1.199, -0.218, 1.976], [0.162, 1.923, 0.336], [-0.782, -1.843, 0.137], [0.618, -0.836, 0.253], [-0.351, 0.748, -0.047], [-0.486, 1.772, 0.267]], "homo_ev": -8.57, "e_lumo_ev": 1.0, "energy_ha": -268.9962, "mol_weight_g_mol": 88.15, "charge": 0, "relative_energy_ev": 3.270, "homo_lumo_gap_ha": 0.3517}